Record 1
{"formula": "C33H39N6O3PbSSi", "method": "ωB97M-V/def2-TZVPD", "elements": ["Pb", "N", "C", "S", "N", "N", "C", "C", "C", "C", "C", "C", "N", "H", "H", "H", "H", "H", "H", "H", "N", "C", "O", "C", "C", "H", "H", "H", "H", "H", "H", "C", "Si", "C", "C", "N", "C", "C", "C", "C", "C", "C", "O", "C", "C", "C", "C", "C", "C", "H", "H", "H", "H", "H", "H", "H", "H", "H", "H", "H", "H", "H", "H", "H", "H", "H", "H", "C", "C", "O", "C", "C", "C", "C", "C", "C", "H", "H", "H", "H", "H", "H", "H", "H"], "positions_angstrom": [[0.44628, -0.60699, 1.13109], [4.41848, 1.19480, 3.66302], [3.24718, 1.15413, 2.93690], [2.20105, -0.16036, 3.33770], [3.12552, 2.13718, 2.07937], [2.01254, 2.08450, 1.29239], [1.72307, 3.20045, 0.74561], [0.58995, 3.37547, -0.16319], [0.31086, 4.65980, -0.63980], [-0.76907, 4.84797, -1.48282], [-1.55176, 3.75491, -1.82072], [-1.18758, 2.51455, -1.31089], [-0.14204, 2.31565, -0.52508], [4.41504, 0.67838, 4.52502], [4.88231, 2.08929, 3.66258], [2.33293, 4.08328, 0.95348], [0.93926, 5.48959, -0.34338], [-1.00194, 5.83505, -1.86368], [-2.42060, 3.85258, -2.45840], [-1.77027, 1.62915, -1.55330], [3.42786, -2.21045, -2.02114], [2.71334, -1.90267, -0.89630], [2.67730, -0.75302, -0.48471], [1.97895, -3.05931, -0.24875], [1.40978, -2.76355, 1.13267], [3.61125, -1.42487, -2.62656], [3.20945, -3.07981, -2.47904], [2.64922, -3.93108, -0.29375], [1.17538, -3.29111, -0.95417], [2.20956, -2.71234, 1.87337], [0.71169, -3.54650, 1.43598], [-1.48188, -0.22118, 5.42575], [-1.97559, 0.18858, 3.64572], [-3.79903, 0.70635, 3.66246], [-1.03652, 1.75034, 3.18568], [-1.67474, -1.05112, 2.50559], [-2.54144, -2.07006, 2.29839], [-3.43238, -2.58227, 3.27174], [-4.39177, -3.54073, 2.99149], [-4.52380, -4.06371, 1.71579], [-3.64295, -3.62500, 0.72974], [-2.66544, -2.69966, 1.02778], [-1.77883, -2.22559, 0.05850], [-1.42166, -2.99379, -1.00550], [-1.09538, -2.31429, -2.17227], [-0.60640, -3.01146, -3.26667], [-0.46153, -4.39003, -3.21142], [-0.78963, -5.06401, -2.03981], [-1.25946, -4.37767, -0.93322], [-1.69225, 0.62206, 6.09027], [-0.40819, -0.42016, 5.46931], [-2.00149, -1.09846, 5.81664], [-3.93938, 1.55087, 4.34342], [-4.48022, -0.08982, 3.96258], [-4.09019, 1.03232, 2.66051], [-1.24181, 2.51817, 3.93903], [-1.36704, 2.13182, 2.21580], [0.04396, 1.61198, 3.14522], [-3.35454, -2.19443, 4.27939], [-5.04729, -3.87749, 3.78707], [-5.28284, -4.79905, 1.48369], [-3.71727, -4.01343, -0.27770], [-1.18406, -1.23398, -2.18396], [-0.32301, -2.46528, -4.15696], [-0.08538, -4.93700, -4.06675], [-0.65691, -6.13737, -1.97837], [-1.49136, -4.89298, -0.01212], [-0.30537, 1.23394, -4.50544], [0.93897, 0.98858, -3.68061], [1.21538, -0.12927, -3.30914], [1.83806, 2.13679, -3.37107], [1.83731, 3.28799, -4.15653], [2.71654, 4.32286, -3.88120], [3.58562, 4.21941, -2.80329], [3.57271, 3.08481, -2.00451], [2.70657, 2.03905, -2.28411], [-1.01075, 0.42600, -4.31812], [-0.03764, 1.21268, -5.56519], [-0.76321, 2.19669, -4.28718], [1.15544, 3.37433, -4.99336], [2.71910, 5.21076, -4.50085], [4.26532, 5.03174, -2.57656], [4.21830, 3.01677, -1.13773], [2.67036, 1.16974, -1.63543]], "atomic_forces_ev_per_a": [[-0.276, 0.058, 0.005], [0.006, 0.047, -0.033], [0.023, -0.072, 0.023], [-0.081, -0.048, -0.060], [-0.096, 0.034, -0.041], [0.080, 0.106, 0.145], [0.152, -0.057, 0.014], [-0.055, 0.010, -0.107], [-0.059, -0.035, -0.040], [0.015, 0.009, 0.018], [-0.008, -0.019, -0.010], [-0.026, 0.006, -0.059], [0.013, 0.082, 0.095], [-0.009, -0.002, -0.020], [0.002, 0.000, 0.010], [0.005, -0.008, -0.001], [0.011, 0.004, 0.005], [-0.005, -0.002, 0.000], [0.001, 0.003, -0.007], [-0.003, -0.009, 0.000], [0.039, -0.045, -0.088], [-0.091, 0.017, 0.076], [0.040, -0.068, 0.097], [0.067, -0.043, -0.021], [0.113, 0.048, -0.067], [-0.015, -0.007, 0.000], [-0.005, 0.011, -0.001], [0.020, 0.020, 0.052], [-0.066, -0.050, -0.044], [0.009, -0.051, 0.010], [-0.054, -0.010, -0.041], [0.023, 0.019, -0.068], [-0.048, 0.068, 0.104], [0.068, -0.002, -0.001], [-0.084, -0.007, 0.008], [0.329, 0.110, 0.027], [-0.107, -0.144, -0.100], [0.006, -0.032, 0.003], [-0.028, 0.008, 0.071], [0.010, 0.001, -0.063], [-0.026, 0.007, 0.050], [0.195, 0.049, 0.099], [-0.256, 0.100, -0.092], [0.102, -0.131, 0.052], [0.046, 0.075, 0.019], [-0.009, 0.004, 0.010], [0.019, -0.041, 0.001], [0.039, 0.013, -0.019], [-0.039, 0.070, 0.001], [-0.011, 0.010, 0.009], [0.016, -0.009, -0.012], [-0.017, -0.014, 0.002], [-0.001, 0.008, 0.009], [-0.006, -0.016, 0.011], [-0.013, 0.002, -0.014], [-0.020, 0.008, 0.001], [0.015, -0.002, -0.027], [0.001, -0.008, 0.021], [0.010, 0.007, 0.014], [-0.003, -0.009, -0.001], [-0.003, -0.003, -0.007], [-0.028, 0.007, -0.005], [0.017, -0.051, -0.009], [0.011, 0.017, 0.002], [0.000, 0.006, -0.005], [-0.008, -0.001, -0.001], [0.038, -0.018, -0.009], [-0.013, -0.022, -0.013], [0.004, 0.057, -0.018], [-0.005, -0.184, 0.008], [0.079, 0.110, 0.037], [-0.035, -0.022, 0.009], [0.016, 0.021, 0.002], [-0.002, 0.018, -0.008], [0.003, -0.036, 0.081], [-0.042, 0.017, -0.014], [0.010, 0.016, -0.004], [0.005, 0.020, -0.005], [-0.014, 0.009, 0.024], [-0.007, 0.005, -0.005], [0.000, 0.003, -0.003], [0.000, 0.007, -0.004], [0.013, -0.009, -0.003], [0.001, -0.044, -0.076]], "total_charge": -1, "homo_ha": -0.13724, "molar_mass_da": 835.07, "multiplicity": 1, "total_energy_ha": -2715.82178, "orbital_gap_ev": 6.058}


Record 2
{"formula": "C33H40BF3N11OS3V", "method": "ωB97M-V/def2-TZVPD", "elements": ["V", "C", "C", "C", "C", "N", "N", "B", "N", "C", "C", "C", "C", "N", "N", "C", "C", "C", "C", "N", "N", "C", "C", "C", "C", "N", "H", "H", "H", "H", "H", "H", "H", "H", "H", "H", "H", "H", "H", "H", "H", "H", "H", "H", "H", "H", "O", "C", "C", "C", "C", "C", "C", "C", "C", "N", "H", "H", "H", "H", "H", "H", "H", "H", "H", "H", "H", "S", "S", "C", "N", "C", "C", "S", "H", "H", "H", "H", "H", "F", "C", "F", "F", "C", "C", "C", "N", "C", "C", "H", "H", "H", "H"], "positions_angstrom": [[-0.72756, -0.88447, 0.64203], [0.86227, 0.03805, -3.74989], [1.45387, 0.41605, -2.42892], [2.46005, 1.39167, -2.25415], [2.77343, 1.34255, -0.92690], [1.98874, 0.40678, -0.33678], [1.15475, -0.15938, -1.26864], [2.38469, -0.32549, 0.99568], [1.41851, -0.07484, 2.24441], [1.75427, 0.34922, 3.48124], [0.82577, -0.12107, 4.38197], [-0.10093, -0.84607, 3.62918], [-1.28125, -1.60585, 4.13048], [0.25495, -0.81288, 2.33760], [2.33313, -1.84994, 0.79316], [3.27092, -2.76211, 1.12670], [2.74808, -4.00261, 0.89357], [1.43514, -3.77859, 0.42664], [0.51630, -4.88782, 0.03158], [1.17303, -2.46621, 0.38058], [3.81836, 0.15881, 1.30204], [4.95235, -0.23216, 0.67219], [5.92470, 0.69887, 0.92213], [5.28967, 1.67564, 1.72098], [5.85277, 2.95199, 2.26627], [4.01985, 1.35855, 1.92669], [0.62548, 0.93313, -4.33079], [-0.03010, -0.56689, -3.64374], [1.58472, -0.55154, -4.32067], [2.90259, 2.02241, -3.01211], [3.50508, 1.90983, -0.36752], [2.64250, 0.93393, 3.63194], [0.80992, 0.04567, 5.44910], [-1.80436, -1.03577, 4.90145], [-0.94117, -2.54370, 4.57595], [-1.96210, -1.85541, 3.32191], [4.23001, -2.47101, 1.52816], [3.23050, -4.95823, 1.04463], [0.65789, -5.72882, 0.71479], [0.75844, -5.23003, -0.97747], [-0.51891, -4.57815, 0.05659], [4.97661, -1.11309, 0.04600], [6.95710, 0.67042, 0.60398], [6.82691, 2.79047, 2.73044], [5.17399, 3.36884, 3.01074], [5.98171, 3.68923, 1.47143], [-1.90187, -0.20181, -1.32649], [-1.81551, 0.88927, -2.25709], [-2.89466, 1.91333, -1.99728], [-2.85015, 2.68490, -0.67182], [-1.55645, 3.40864, -0.39352], [-1.46385, 4.77639, -0.64516], [-0.29832, 5.45485, -0.33042], [0.74616, 4.75012, 0.24074], [0.57738, 3.39166, 0.45427], [-0.53661, 2.72064, 0.13843], [-1.44292, -0.96339, -1.72570], [-1.98187, 0.49310, -3.25635], [-0.83515, 1.35434, -2.22918], [-3.86570, 1.41516, -2.07601], [-2.83114, 2.63750, -2.81675], [-3.06068, 2.00852, 0.15280], [-3.64943, 3.42575, -0.69934], [-2.30896, 5.30462, -1.07331], [-0.21577, 6.51924, -0.51489], [1.67307, 5.23443, 0.52648], [1.37106, 2.81591, 0.91567], [-1.96904, -2.59447, 0.74793], [-0.47734, -3.09513, -2.69378], [-0.92042, -3.77097, -4.12237], [-2.17617, -3.90532, -4.59188], [-2.34861, -4.32266, -5.97600], [-1.12088, -5.16455, -6.29583], [0.20993, -4.44341, -5.28419], [-2.92624, -3.50336, -4.05370], [-2.40479, -3.45819, -6.63864], [-3.26230, -4.90198, -6.08462], [-0.84684, -5.11302, -7.34661], [-1.25781, -6.20308, -6.00421], [-4.82517, 3.38559, 4.28279], [-5.21931, 2.18737, 3.82937], [-6.35315, 2.35591, 3.13073], [-5.50165, 1.42175, 4.89231], [-4.15626, 1.54644, 2.98574], [-4.49062, 0.63053, 2.01308], [-3.48207, 0.03024, 1.28089], [-2.18105, 0.29000, 1.47839], [-1.88633, 1.22801, 2.38638], [-2.83114, 1.86519, 3.16939], [-5.52371, 0.37902, 1.81050], [-3.69935, -0.69399, 0.51518], [-0.84643, 1.50956, 2.47529], [-2.52452, 2.59734, 3.90406]], "atomic_forces_ev_per_a": [[0.072, -1.402, -2.226], [0.059, -0.010, 0.050], [0.062, 0.196, 0.145], [-0.043, 0.016, -0.212], [-0.029, 0.018, 0.102], [-0.018, -0.179, 0.116], [0.076, 0.275, 0.178], [-0.122, -0.137, -0.064], [0.092, 0.178, 0.189], [-0.065, -0.181, -0.210], [-0.049, 0.116, 0.171], [0.188, -0.086, -0.220], [-0.027, 0.073, 0.037], [1.007, 0.562, 1.495], [-0.040, 0.174, -0.155], [-0.122, 0.071, 0.047], [-0.018, -0.171, -0.001], [0.084, 0.202, 0.087], [0.066, 0.047, -0.038], [0.726, -0.098, 0.126], [-0.230, 0.055, 0.200], [-0.128, 0.006, -0.158], [0.208, 0.090, 0.118], [-0.080, 0.052, -0.061], [-0.048, -0.091, 0.015], [0.101, -0.291, -0.107], [-0.003, -0.051, 0.026], [-0.037, -0.076, 0.014], [-0.036, 0.030, 0.028], [-0.056, -0.082, 0.088], [-0.096, -0.146, -0.049], [0.047, 0.007, -0.058], [0.014, -0.050, -0.122], [0.026, -0.022, -0.037], [-0.021, 0.026, -0.004], [-0.036, -0.016, -0.054], [-0.177, -0.049, -0.037], [-0.090, 0.126, -0.034], [-0.017, 0.049, -0.030], [-0.008, 0.022, 0.020], [-0.156, 0.069, 0.004], [-0.002, 0.127, 0.125], [-0.145, 0.028, 0.002], [-0.037, -0.002, -0.011], [0.036, -0.021, -0.036], [0.021, -0.004, 0.009], [0.421, -0.020, 0.035], [-0.194, 0.076, 0.223], [-0.130, 0.070, 0.018], [0.203, -0.088, -0.056], [0.055, 0.096, 0.056], [0.033, 0.060, -0.064], [-0.059, 0.023, -0.049], [0.079, -0.004, 0.045], [-0.184, -0.135, -0.054], [0.034, 0.148, 0.016], [-0.351, -0.151, -0.174], [0.049, -0.068, -0.159], [0.179, 0.007, 0.140], [-0.018, 0.077, -0.008], [-0.051, -0.036, -0.024], [0.033, 0.156, -0.113], [-0.078, 0.005, 0.047], [0.039, -0.054, 0.031], [-0.001, -0.026, 0.002], [-0.082, -0.047, -0.031], [0.005, -0.084, -0.011], [-0.233, -0.286, -0.002], [0.095, -0.023, -0.093], [-0.208, 0.022, -0.070], [0.010, -0.042, -0.086], [0.059, -0.014, 0.160], [0.132, 0.038, 0.076], [0.077, 0.000, -0.025], [-0.020, 0.029, 0.034], [0.009, 0.124, -0.043], [-0.072, -0.026, 0.011], [-0.032, -0.017, 0.004], [-0.033, -0.045, -0.005], [-0.157, 0.066, 0.072], [0.192, -0.103, -0.234], [-0.064, 0.083, 0.158], [-0.157, 0.021, 0.156], [-0.074, 0.083, -0.019], [-0.166, -0.227, -0.256], [-0.128, -0.140, 0.023], [-0.885, 1.025, 0.770], [0.249, 0.119, 0.000], [0.315, 0.141, 0.091], [0.071, -0.009, -0.007], [0.016, -0.130, -0.047], [0.035, -0.131, 0.070], [0.032, -0.012, -0.071]], "total_charge": 0, "homo_ha": [-0.22193, -0.25577], "molar_mass_da": 821.71, "multiplicity": 3, "s2": 2.0856, "total_energy_ha": -4422.24698, "orbital_gap_ev": [6.211, 6.963]}


Record order is preserved below.
Energy relative to the best compared isomer or geometry (same formula, charge and spin): 0.0; 15.9 kcal per mole